No. 1
Here is C61H130AsF6N7O7 as an isolated structure in a non-equilibrium geometry from OMol25. Energies are from ωB97M-V/def2-TZVPD.

Structure (XYZ):
```
212
Properties=species:S:1:pos:R:3:mulliken_charge:R:1
As 1.216 -0.799 0.337 2.300
F 0.566 -0.021 -1.186 -0.415
F -0.492 -0.850 0.989 -0.515
F 1.846 -1.433 1.841 -0.471
F 2.857 -0.815 -0.336 -0.636
F 1.425 0.843 1.024 -0.293
F 1.015 -2.428 -0.332 -0.491
C -0.617 2.986 -0.581 -2.084
C -0.653 4.279 0.265 2.271
C 0.323 5.328 -0.246 -0.987
C 0.119 6.734 0.393 -0.753
C -1.363 7.270 0.121 -1.127
C -2.384 6.338 0.709 1.157
N -2.024 4.912 0.217 0.580
O -3.045 4.025 -0.106 -0.095
C -3.743 6.785 0.129 -1.662
C -2.450 6.386 2.246 -1.635
C -0.353 3.979 1.772 -2.104
H 0.374 2.558 -0.727 0.275
H -0.886 3.262 -1.600 0.708
H -1.342 2.247 -0.239 -0.209
H 0.324 5.453 -1.329 0.410
H 1.373 5.048 -0.158 0.310
H 0.815 7.376 -0.146 0.533
H 0.472 6.833 1.419 0.404
H -1.437 7.355 -0.963 0.381
H -1.426 8.288 0.506 0.499
H -3.992 7.808 0.411 0.433
H -4.650 6.210 0.316 0.358
H -3.646 6.803 -0.957 0.432
H -2.895 7.337 2.539 0.539
H -1.502 6.365 2.783 0.277
H -3.189 5.710 2.678 0.466
H -1.147 3.417 2.263 0.370
H -0.121 4.845 2.392 0.537
H 0.504 3.306 1.786 0.469
C 1.167 -6.919 0.915 -1.464
C -0.277 -6.387 0.804 2.021
C -0.785 -6.238 -0.716 -0.929
C -1.119 -7.512 -1.495 -0.848
C -2.115 -8.391 -0.663 -1.249
C -1.799 -8.689 0.870 1.033
N -1.259 -7.326 1.517 0.607
O -1.235 -7.367 2.943 -0.212
C -0.849 -9.904 0.977 -1.475
C -3.185 -8.997 1.549 -1.559
C -0.366 -5.041 1.487 -2.204
H 1.427 -6.890 1.973 0.482
H 1.965 -6.409 0.375 0.129
H 1.227 -7.946 0.556 0.283
H -0.176 -5.566 -1.321 0.304
H -1.689 -5.629 -0.686 0.390
H -0.252 -8.025 -1.911 0.346
H -1.672 -7.223 -2.389 0.473
H -2.318 -9.367 -1.103 0.527
H -3.074 -7.873 -0.673 0.451
H 0.101 -9.898 0.443 0.310
H -1.245 -10.777 0.459 0.432
H -0.721 -10.288 1.989 0.461
H -2.908 -9.488 2.481 0.438
H -3.778 -9.769 1.060 0.403
H -3.771 -8.111 1.793 0.398
H -0.355 -5.070 2.576 0.579
H -1.321 -4.523 1.402 0.506
H 0.487 -4.412 1.232 0.336
C -1.979 -0.678 -4.492 -1.665
C -1.772 0.833 -4.945 1.878
C -0.281 1.269 -4.672 -0.008
C 0.149 2.531 -5.298 -0.974
C 0.108 2.394 -6.790 -1.236
C -1.281 2.087 -7.272 0.944
N -1.871 0.929 -6.450 0.723
O -2.943 0.199 -7.022 -0.223
C -1.123 1.526 -8.776 -1.605
C -2.160 3.375 -7.172 -1.332
C -2.812 1.843 -4.315 -0.915
H -1.740 -0.819 -3.438 0.238
H -1.341 -1.375 -5.035 0.487
H -3.003 -1.046 -4.560 0.437
H 0.420 0.453 -4.847 0.088
H -0.194 1.472 -3.605 -0.459
H 1.199 2.690 -5.052 0.508
H -0.266 3.446 -4.876 0.350
H 0.842 1.611 -6.977 0.391
H 0.489 3.243 -7.357 0.589
H -2.013 1.264 -9.348 0.406
H -0.402 0.750 -9.035 0.410
H -0.620 2.302 -9.353 0.456
H -1.709 4.189 -7.742 0.390
H -2.098 3.742 -6.148 0.297
H -3.154 3.265 -7.605 0.390
H -2.468 2.874 -4.244 0.381
H -3.130 1.518 -3.325 -0.492
H -3.715 1.901 -4.924 0.508
C -0.351 0.658 3.807 -1.291
C -0.204 1.037 5.276 2.493
C 0.756 2.270 5.303 -0.120
C 0.622 3.128 6.511 -1.184
C -0.774 3.635 6.755 -1.152
C -1.873 2.460 6.904 1.043
N -1.599 1.406 5.782 0.893
O -2.565 0.350 5.626 -0.257
C -3.332 3.083 6.875 -1.538
C -1.709 1.806 8.276 -1.496
C 0.546 -0.014 6.082 -1.455
H -0.777 1.460 3.204 -0.007
H -0.926 -0.235 3.560 0.519
H 0.612 0.519 3.316 -0.376
H 0.456 3.070 4.625 -0.543
H 1.828 2.141 5.154 0.326
H 1.328 3.955 6.586 0.475
H 0.940 2.501 7.344 0.446
H -1.114 4.230 5.907 0.256
H -0.804 4.369 7.561 0.577
H -3.344 3.911 7.584 0.402
H -4.121 2.345 7.017 0.446
H -3.523 3.542 5.905 0.343
H -0.954 1.030 8.400 0.336
H -2.639 1.443 8.714 0.415
H -1.343 2.547 8.986 0.427
H 1.411 -0.419 5.556 0.023
H -0.061 -0.899 6.277 0.477
H 0.881 0.378 7.042 0.398
C -7.685 1.786 1.075 -1.580
C -6.722 0.776 0.457 1.337
C -5.786 1.609 -0.483 -1.484
C -4.579 0.832 -1.051 -0.124
C -3.762 0.126 -0.051 -0.118
C -4.634 -0.762 0.910 1.512
N -5.856 -0.001 1.421 0.747
O -6.455 -0.376 2.626 -0.252
C -3.688 -1.257 2.176 -1.908
C -5.074 -2.052 0.202 -1.780
C -7.434 -0.219 -0.504 -1.628
H -7.141 2.514 1.678 0.395
H -8.355 1.297 1.781 0.467
H -8.347 2.185 0.307 0.385
H -5.332 2.479 -0.009 0.255
H -6.190 1.914 -1.447 0.463
H -4.004 1.609 -1.555 -0.274
H -4.886 0.166 -1.858 0.603
H -3.195 0.796 0.596 -0.067
H -3.018 -0.392 -0.657 0.309
H -3.341 -0.378 2.719 0.513
H -2.709 -1.616 1.859 0.208
H -4.058 -2.047 2.829 0.622
H -6.016 -2.387 0.635 0.349
H -4.281 -2.783 0.361 0.479
H -5.055 -1.896 -0.877 0.363
H -6.813 -0.712 -1.253 0.370
H -8.090 0.398 -1.118 0.449
H -7.990 -0.905 0.135 0.388
C 4.554 -0.954 4.256 -1.393
C 4.331 -0.057 3.015 1.014
N 5.606 0.604 2.376 0.282
C 6.353 1.384 3.442 -1.008
C 6.587 -0.530 1.804 -0.682
C 6.050 -1.490 0.603 -0.706
C 5.108 1.583 1.285 -0.132
C 4.107 2.703 1.726 0.106
O 4.735 3.743 2.451 -0.420
C 3.873 4.387 3.336 -0.461
H 3.620 -1.140 4.786 0.243
H 5.179 -0.480 5.012 0.382
H 5.116 -1.856 4.016 0.394
H 3.624 0.719 3.307 -0.539
H 3.834 -0.539 2.174 -0.199
H 7.191 1.844 2.918 0.434
H 6.860 0.792 4.203 0.424
H 5.703 2.089 3.961 0.335
H 6.973 -1.135 2.624 0.461
H 7.404 0.065 1.395 0.510
H 5.498 -0.955 -0.169 -0.147
H 5.331 -2.233 0.946 0.354
H 6.828 -2.134 0.192 0.593
H 4.558 1.075 0.494 -0.252
H 6.060 1.943 0.893 0.593
H 3.232 2.284 2.221 -0.421
H 3.732 3.201 0.831 0.543
H 2.873 4.009 3.551 -0.082
H 3.520 5.337 2.935 0.370
H 4.434 4.543 4.257 0.363
C 3.673 0.167 -3.178 -0.592
C 3.237 -0.942 -4.180 -0.777
N 4.310 -1.785 -4.882 0.477
C 3.620 -2.878 -5.737 -0.959
C 5.187 -0.900 -5.813 -0.401
C 6.329 -1.718 -6.557 -1.132
C 5.255 -2.515 -3.727 -1.040
C 4.501 -3.347 -2.605 -0.300
O 3.549 -4.346 -3.062 -0.435
C 2.963 -5.064 -1.987 -0.560
H 2.843 0.725 -2.744 0.109
H 4.227 0.959 -3.682 0.549
H 4.218 -0.211 -2.313 -0.275
H 2.689 -0.510 -5.018 0.715
H 2.561 -1.628 -3.672 0.232
H 2.975 -2.490 -6.525 0.316
H 2.965 -3.459 -5.088 0.364
H 4.387 -3.518 -6.175 0.405
H 5.600 -0.118 -5.176 0.358
H 4.492 -0.441 -6.516 0.344
H 6.960 -2.141 -5.776 0.335
H 6.950 -1.030 -7.130 0.414
H 6.001 -2.543 -7.190 0.335
H 5.884 -1.729 -3.308 0.373
H 5.886 -3.165 -4.332 0.610
H 4.135 -2.566 -1.940 0.039
H 5.305 -3.852 -2.070 0.711
H 2.260 -4.322 -1.606 0.038
H 3.769 -5.411 -1.340 0.368
H 2.411 -5.933 -2.345 0.377
```

## Properties
Net charge   +6
Molar mass   1262.66 g mol⁻¹
HOMO-LUMO gap   5.562 eV
Calculated total energy   -6144.2073 Eh
2S+1   1
HOMO   -20.53 eV

No. 2
Here is C61H144N8O24Zr as an isolated structure in a non-equilibrium geometry from OMol25. Energies are from ωB97M-V/def2-TZVPD.

Structure (XYZ):
```
238
Properties=species:S:1:pos:R:3:mulliken_charge:R:1
Zr -0.384 0.292 1.254 1.541
C -4.434 5.781 3.112 -0.919
N -3.743 4.488 3.662 0.362
C -4.261 3.267 2.861 -1.178
C -2.260 4.571 3.355 -0.669
C -3.890 4.466 5.155 -0.444
C -5.357 4.398 5.642 -0.786
O -6.108 3.220 5.239 -0.430
H -4.050 6.692 3.571 0.346
H -5.515 5.765 3.248 0.288
H -4.113 5.837 2.072 0.413
H -3.766 2.377 3.250 0.255
H -3.967 3.455 1.829 0.201
H -5.350 3.283 2.804 0.832
H -1.903 5.482 3.836 0.534
H -2.051 4.709 2.294 0.172
H -1.762 3.676 3.726 0.054
H -3.372 5.350 5.528 0.529
H -3.337 3.645 5.611 0.218
H -5.874 5.347 5.502 0.454
H -5.206 4.438 6.721 0.464
H -7.008 3.275 5.568 0.327
C 4.873 0.380 -1.376 -0.837
N 5.883 -0.775 -1.185 0.644
C 6.447 -1.150 -2.588 -0.976
C 7.003 -0.204 -0.275 -0.555
C 5.277 -2.132 -0.727 -0.500
C 5.018 -2.351 0.698 -0.967
O 3.885 -1.501 1.062 1.001
H 5.326 1.344 -1.608 0.940
H 4.276 0.320 -0.467 0.161
H 4.147 0.123 -2.147 -0.452
H 7.300 -1.815 -2.724 0.418
H 6.493 -0.246 -3.194 0.327
H 5.661 -1.753 -3.042 0.383
H 7.828 -0.907 -0.395 0.349
H 6.681 -0.087 0.760 0.058
H 7.248 0.822 -0.549 0.457
H 5.994 -2.914 -0.976 0.695
H 4.331 -2.346 -1.225 -0.219
H 5.914 -2.301 1.317 0.299
H 4.720 -3.399 0.702 0.473
H 3.247 -2.122 1.422 -0.467
C 5.772 0.529 3.558 -1.079
N 4.981 -0.083 4.792 0.265
C 5.010 1.000 5.881 -0.830
C 3.468 -0.302 4.462 -0.724
C 5.642 -1.355 5.313 -0.690
C 5.727 -2.578 4.326 0.180
O 5.815 -3.788 5.090 -0.580
H 6.770 0.767 3.926 0.510
H 5.281 1.480 3.350 0.271
H 5.710 -0.123 2.687 0.173
H 4.510 1.909 5.547 0.297
H 6.045 1.218 6.145 0.412
H 4.494 0.564 6.736 0.408
H 2.951 -0.889 5.221 0.403
H 3.517 -0.846 3.519 0.198
H 3.004 0.667 4.277 0.317
H 5.296 -1.699 6.288 0.487
H 6.667 -1.026 5.485 0.439
H 6.681 -2.503 3.803 0.331
H 4.895 -2.672 3.627 -0.210
H 4.961 -4.215 5.190 0.339
C -2.775 -5.027 6.235 -1.526
C -2.185 -4.619 4.887 0.276
C -1.560 -5.908 4.316 -1.014
N -1.795 -6.033 2.825 0.484
C -1.018 -7.271 2.348 -0.974
C -1.438 -4.811 1.897 -0.944
C -2.300 -4.892 0.653 1.687
C -3.640 -5.328 1.323 -0.587
C -3.293 -6.247 2.568 -0.758
H -3.023 -4.176 6.870 0.422
H -2.107 -5.731 6.732 0.386
H -3.796 -5.403 6.170 0.344
H -1.295 -4.016 5.065 0.125
H -2.926 -4.194 4.209 0.240
H -1.865 -6.843 4.786 0.595
H -0.477 -5.900 4.444 0.359
H -1.080 -7.409 1.268 0.310
H -1.363 -8.160 2.876 0.390
H 0.025 -7.165 2.645 0.419
H -0.360 -4.870 1.747 0.488
H -1.535 -3.869 2.438 -0.066
H -1.924 -5.540 -0.138 0.268
H -2.540 -3.956 0.149 -1.090
H -4.324 -5.662 0.543 0.595
H -4.135 -4.395 1.591 0.167
H -3.593 -7.294 2.530 0.357
H -3.849 -5.825 3.405 0.315
C -6.064 -4.371 -2.891 -1.416
C -4.740 -3.486 -2.961 0.633
C -3.542 -4.453 -2.986 -1.053
N -2.263 -3.820 -3.568 0.152
C -1.990 -2.513 -2.783 0.608
C -2.209 -3.424 -5.071 -0.790
C -0.736 -3.623 -5.528 0.499
C -0.090 -4.392 -4.445 -0.619
C -1.129 -4.840 -3.498 -0.235
H -6.217 -4.588 -1.834 0.338
H -6.056 -5.327 -3.414 0.433
H -6.881 -3.754 -3.265 0.323
H -4.682 -2.861 -2.070 -0.374
H -4.776 -2.816 -3.820 0.309
H -3.778 -5.293 -3.640 0.620
H -3.224 -4.838 -2.018 0.235
H -1.819 -2.714 -1.725 -0.908
H -2.709 -1.701 -2.893 0.268
H -0.966 -2.263 -3.060 0.012
H -2.784 -2.500 -5.120 0.610
H -2.775 -4.285 -5.428 0.357
H -0.327 -2.617 -5.620 -0.933
H -0.620 -4.258 -6.406 0.692
H 0.736 -3.856 -3.977 -0.194
H 0.417 -5.302 -4.766 0.634
H -0.744 -4.824 -2.478 0.002
H -1.457 -5.840 -3.783 0.657
C -4.960 0.864 -2.215 0.331
C -6.323 1.543 -1.914 -1.034
N -7.073 0.912 -0.657 0.176
C -8.375 1.662 -0.413 -1.080
C -7.367 -0.641 -0.769 0.427
C -8.084 -1.003 -1.993 -1.392
C -6.143 1.156 0.612 0.566
C -6.879 1.159 2.013 -1.296
O -7.388 2.445 2.225 -0.322
C -8.426 2.572 3.213 -0.855
H -4.611 1.219 -3.185 0.594
H -4.997 -0.225 -2.193 -0.362
H -4.118 1.213 -1.618 -0.165
H -6.975 1.270 -2.744 0.557
H -6.225 2.624 -1.818 0.425
H -8.222 2.675 -0.044 0.408
H -8.980 1.177 0.353 0.399
H -9.013 1.577 -1.293 0.465
H -7.859 -0.956 0.151 0.593
H -6.383 -1.111 -0.773 -0.391
H -8.906 -0.411 -2.396 0.318
H -8.608 -1.959 -2.009 0.396
H -7.401 -0.961 -2.842 0.331
H -5.687 2.134 0.461 0.639
H -5.393 0.372 0.502 -0.773
H -6.204 0.771 2.775 0.400
H -7.684 0.429 2.106 0.743
H -9.276 1.905 3.063 0.398
H -8.659 3.628 3.349 0.377
H -8.082 2.308 4.213 0.210
C 5.932 6.436 -2.436 -1.101
C 5.152 6.571 -1.127 -0.472
N 4.581 5.249 -0.646 0.554
C 3.907 5.529 0.714 -1.000
C 3.519 4.829 -1.714 -1.035
C 2.496 3.706 -1.257 -0.379
C 5.598 4.077 -0.547 0.477
C 6.633 4.346 0.587 -0.893
O 7.367 5.561 0.304 -0.321
C 8.546 5.257 -0.476 -0.748
H 6.726 5.689 -2.423 0.184
H 6.339 7.364 -2.837 0.462
H 5.387 6.080 -3.310 0.315
H 4.410 7.369 -1.153 0.553
H 5.686 6.929 -0.247 0.524
H 3.531 4.683 1.288 0.043
H 3.123 6.275 0.578 0.413
H 4.654 6.065 1.300 0.631
H 4.041 4.603 -2.644 0.364
H 3.002 5.772 -1.891 0.455
H 2.968 2.830 -0.812 -0.101
H 1.894 3.346 -2.092 0.242
H 1.816 3.994 -0.456 0.311
H 6.075 3.985 -1.522 0.832
H 5.118 3.120 -0.344 -0.993
H 7.261 3.484 0.809 0.472
H 6.023 4.431 1.487 0.294
H 9.064 6.192 -0.690 0.331
H 8.294 4.805 -1.436 0.263
H 9.366 4.672 -0.058 0.300
C 0.906 -0.770 -7.637 -1.285
C 1.670 -0.779 -6.194 0.203
N 2.413 0.556 -5.817 0.429
C 2.924 0.433 -4.372 -1.429
C 3.608 0.681 -6.802 -0.556
C 4.714 -0.503 -6.755 -0.863
C 1.563 1.915 -5.761 -1.349
C 0.355 1.966 -4.814 0.516
O -0.543 0.934 -5.230 -0.351
C -1.423 0.512 -4.247 -0.573
H 0.096 -1.495 -7.557 0.366
H 1.597 -1.156 -8.387 0.416
H 0.513 0.241 -7.741 0.315
H 2.336 -1.590 -5.900 0.601
H 0.855 -0.771 -5.470 -0.471
H 2.079 0.400 -3.685 0.185
H 3.466 1.349 -4.136 0.444
H 3.586 -0.414 -4.192 0.675
H 4.088 1.643 -6.618 0.491
H 3.165 0.707 -7.797 0.552
H 5.453 -0.474 -7.555 0.454
H 4.253 -1.462 -6.992 0.298
H 5.191 -0.512 -5.775 0.064
H 1.333 2.046 -6.818 0.614
H 2.277 2.726 -5.615 0.581
H -0.017 2.981 -4.953 0.595
H 0.697 1.925 -3.780 -0.521
H -2.097 1.315 -3.950 0.465
H -1.034 0.122 -3.307 0.033
H -1.974 -0.342 -4.641 0.223
O 1.987 -1.464 -2.072 0.391
C 1.208 -1.712 -1.076 -0.453
O 1.059 -2.877 -0.738 -0.877
O 0.690 -0.740 -0.412 1.471
H 2.230 -2.371 -2.274 0.107
O 3.535 2.260 1.874 0.542
C 2.210 2.296 1.976 -0.800
O 1.583 3.296 2.238 -0.834
O 1.548 1.287 1.733 0.476
H 3.635 2.947 2.536 0.195
O -1.691 1.786 5.132 -0.164
C -0.718 1.216 4.503 0.035
O -0.868 1.024 3.264 -1.075
O 0.291 0.789 5.089 -0.766
H -1.432 1.640 6.045 0.289
O 0.663 -2.785 4.150 -0.476
C 1.123 -2.328 3.002 0.290
O 0.439 -1.468 2.418 -1.209
O 2.153 -2.873 2.585 -1.104
H 1.318 -3.471 4.299 0.329
O -1.466 3.582 -1.069 -0.545
C -1.182 2.624 -0.233 0.845
O -0.259 1.828 -0.447 -0.335
O -1.717 2.208 0.802 -0.194
H -2.271 4.001 -0.754 0.378
O -3.939 -1.795 0.133 -0.285
C -2.850 -1.104 0.502 1.002
O -2.081 -0.447 -0.230 -1.036
O -2.391 -0.905 1.637 -0.647
H -4.504 -1.982 0.887 0.432
```

## Properties
Net charge   +6
Molar mass   1465.08 g mol⁻¹
HOMO-LUMO gap   8.688 eV
Calculated total energy   -4699.3490 Eh
2S+1   1
HOMO   -18.84 eV

What is the molar mass in the first record?
1262.66 g mol⁻¹

The lowest calculated total energy belongs to which entry?
C61H130AsF6N7O7